The following is a quantum chemistry calculation of the molecule C2H6FN3 in a non-equilibrium geometry, from OMol25.

Geometry as XYZ:
```
12
Properties=species:S:1:pos:R:3:forces:R:3:mulliken_charge:R:1
C -0.2403 -0.0954 0.1513 -0.7137 0.3369 0.7433 0.53
C -1.1695 1.0254 -0.2944 0.0071 0.2349 -0.0220 -0.30
H 2.5287 -0.7356 0.6032 -0.2809 -0.0739 -0.3296 0.24
H 1.4342 -1.8263 0.1446 -0.5215 -0.5071 0.0610 0.31
H 1.0803 0.4321 -1.3150 0.0286 -0.0983 -0.2565 0.26
H -1.5140 -0.7137 1.3818 0.3673 -0.3574 -0.3004 0.26
H -1.2676 1.0031 -1.3818 -0.0266 0.1319 -0.0113 0.26
H -0.7510 1.9999 0.0254 -0.3600 -0.4377 -0.1204 0.26
N 1.9169 -1.0089 -0.1723 1.7063 -0.1008 0.2605 -0.70
N 1.0178 0.0066 -0.4090 -1.3618 0.1661 0.5376 -0.06
N -0.5808 -0.9639 1.0298 0.3886 0.6592 -0.4393 -0.75
F -2.4546 0.8766 0.2363 0.7667 0.0462 -0.1228 -0.30
```
Forces are in eV/Å.

Its frontier orbital gap is 10.140 eV. Its spin multiplicity is 1. Its relative energy (zero: lowest compared OMol25 entry of this formula, charge and spin) is 6.6 kJ/mol. As for the charge: 0. Its SMILES is [H]/N=C(\CF)NN. The value obtained for the largest force on an atom is 1.729 eV/Å.